No. 1
16
Properties=species:S:1:pos:R:3:forces:R:3 method="wB97M-V/def2-TZVPD" smiles=N#C[C@@]12CCC[C@@H]1N2 homo_ev=-9.68 lumo_ha=0.0326 relative_energy_ev=1.177 orbital_gap_ha=0.3882
N -2.48298 0.24618 2.45467 1.66 -0.31 -1.90
C -1.62921 0.09898 1.66576 -1.90 0.48 2.85
C -0.47895 -0.09560 0.86158 -0.37 0.39 -2.82
C -0.51858 -1.14941 -0.22248 -0.35 -1.23 0.08
C 0.61764 -0.78357 -1.20498 -0.36 0.54 0.55
C 0.75569 0.75998 -1.08316 -0.95 0.00 -1.78
C 0.24926 1.10882 0.25907 -0.62 0.53 0.31
N 0.84550 0.27827 1.24383 0.91 0.09 3.29
H -0.34991 -2.14706 0.24026 -0.18 0.45 -0.44
H -1.52465 -1.16132 -0.70497 0.72 0.08 0.32
H 0.39131 -1.09508 -2.22544 0.20 -0.09 0.13
H 1.54456 -1.23132 -0.83958 -0.14 -0.06 -0.31
H 0.13330 1.31270 -1.82307 0.24 -0.55 0.23
H 1.76853 1.05513 -1.29773 0.51 0.28 0.28
H -0.09013 2.12576 0.47364 0.17 -0.38 0.16
H 0.76862 0.67754 2.20258 0.47 -0.21 -0.95

No. 2
67
Properties=species:S:1:pos:R:3:forces:R:3 method="wB97M-V/def2-TZVPD" homo_ev=-6.40 lumo_ha=-0.0099 total_charge=-1 orbital_gap_ha=0.2253
N 6.10867 -2.95221 5.00643 0.90 -1.83 3.37
C 5.68882 -2.22632 4.24907 -0.49 2.39 -6.31
O 5.48402 -1.67017 3.03563 -1.32 -0.85 2.76
Ta 3.53955 -2.13663 2.26146 -0.11 0.28 -0.16
C 1.48642 -2.49946 1.35658 0.15 0.14 0.35
C 0.48052 -3.28339 2.28696 0.31 0.15 -0.04
C 0.71415 -4.80064 2.22102 0.09 0.80 1.67
N 0.93311 -5.47946 3.46530 1.00 1.02 -0.69
O 0.74174 -5.40412 1.20137 -0.32 -0.81 -1.54
C 4.18615 -4.35348 2.07876 0.69 0.22 -0.25
S 4.62496 -4.86509 0.40229 -0.55 -2.19 0.11
O 5.63495 -5.91618 0.40333 0.34 1.06 0.45
O 3.45716 -5.26468 -0.35788 -0.07 1.14 0.28
H 2.86584 -2.41467 3.99125 0.02 -0.15 -0.11
H 3.06034 -0.35366 2.45504 0.05 -0.16 -0.09
H 4.19375 -1.86678 0.54256 -0.01 0.07 -0.03
H 1.00165 -1.51548 1.17523 0.49 -0.38 0.13
H 1.57879 -2.96471 0.35070 -0.06 -0.07 0.63
H 0.61205 -2.91583 3.32362 -0.30 -0.25 -0.49
H -0.56229 -3.07611 1.96735 0.48 -0.23 0.16
H 1.51979 -6.28372 3.23444 -0.46 -0.09 0.17
H 1.51438 -4.85154 4.02952 -0.44 -0.23 0.27
H 5.13540 -4.44690 2.65774 -0.43 0.12 -0.36
H 3.49121 -5.07577 2.54434 0.20 0.14 -0.73
H 5.16209 -3.73605 -0.16634 -0.17 -0.27 0.42
C -0.14837 3.91066 2.80154 0.14 0.20 0.01
C -0.52232 2.62949 2.75216 -0.17 0.46 0.48
C 0.22632 1.62742 1.93250 0.60 -0.24 -0.46
O -0.14032 0.46970 1.93240 -0.47 0.16 0.27
C 1.37322 2.09358 1.15756 -0.14 -0.15 0.08
C 1.74409 3.37521 1.20515 0.37 -0.38 -0.36
C 1.01254 4.37046 2.04442 -0.35 0.11 0.31
O 1.39935 5.52612 2.06905 0.17 -0.07 -0.21
O 2.79162 3.83761 0.50310 -0.38 0.33 0.33
O -1.58851 2.17946 3.43491 0.19 -0.36 -0.55
H -0.67998 4.64472 3.39166 0.00 -0.02 0.01
H 1.89594 1.36254 0.55600 0.04 -0.02 0.07
H 2.84817 4.78841 0.71292 0.05 -0.05 -0.02
H -1.64065 1.22337 3.23399 0.07 -0.01 0.10
C -2.14004 3.81642 -1.94789 0.17 0.35 0.31
C -3.10399 4.48332 -2.58442 0.54 0.04 -0.32
C -4.40944 4.78960 -1.92555 -0.36 -0.08 0.46
O -5.25154 5.41806 -2.54249 0.20 0.00 -0.25
C -4.61922 4.31227 -0.56178 -0.08 0.15 -0.28
C -3.65432 3.63964 0.07536 -0.54 0.00 0.50
C -2.33689 3.35888 -0.58048 0.33 0.02 -0.55
O -1.47767 2.75775 0.03829 -0.35 -0.08 0.15
O -3.81894 3.18844 1.32514 0.54 -0.02 -0.51
O -2.95358 4.91324 -3.84750 -0.48 0.03 0.34
H -1.19186 3.59051 -2.41334 -0.02 0.01 -0.01
H -5.57410 4.52482 -0.10177 0.02 -0.01 0.02
H -2.98407 2.74090 1.56464 -0.08 0.03 0.19
H -3.78940 5.36430 -4.07157 0.05 0.00 -0.03
C -3.54972 0.28313 -4.68599 0.10 0.19 0.24
C -3.45777 -0.75134 -5.52779 -0.58 0.35 -0.17
C -2.32501 -1.72823 -5.45046 0.65 -0.22 0.33
O -2.30030 -2.66259 -6.22978 -0.34 0.16 -0.18
C -1.29632 -1.50797 -4.44015 -0.15 -0.15 -0.28
C -1.38578 -0.47058 -3.59893 0.65 -0.32 0.22
C -2.53307 0.48966 -3.66062 -0.47 0.10 -0.28
O -2.57884 1.40860 -2.86170 0.13 -0.48 0.01
O -0.45880 -0.24094 -2.66387 -0.62 0.36 -0.23
O -4.37051 -0.97019 -6.48173 0.50 -0.31 0.14
H -4.36361 0.99364 -4.73092 0.00 -0.02 -0.01
H -0.47479 -2.20991 -4.40471 -0.01 0.01 0.05
H -0.75081 0.55904 -2.18575 0.11 -0.08 0.13
H -4.07392 -1.77617 -6.94737 -0.04 0.01 0.00

No. 3
5
Properties=species:S:1:pos:R:3:forces:R:3 method="wB97M-V/def2-TZVPD" smiles="[H]/P=C/Br" homo_ev=-9.30 lumo_ha=-0.0172 relative_energy_ev=0.984 orbital_gap_ha=0.3244
H -0.31409 0.22996 -1.27705 -0.16 -0.28 0.04
P -0.93812 -0.97499 -0.80014 1.50 0.76 2.73
C -0.20920 -0.80216 0.79681 -1.66 -1.14 -2.68
Br -0.68945 -2.24992 2.04634 0.71 1.46 -0.66
H 0.47871 0.02650 1.02917 -0.40 -0.80 0.57

No. 4
11
Properties=species:S:1:pos:R:3:forces:R:3 method="wB97M-V/def2-TZVPD" smiles=c1cc2nocc2o1 homo_ev=-9.14 lumo_ha=0.0236 relative_energy_ev=3.651 orbital_gap_ha=0.3596
C 1.08021 0.61181 1.18237 0.07 -2.36 1.73
C 0.98650 -0.80409 0.93224 1.60 1.03 2.19
C 0.11009 -0.86445 -0.27488 0.45 4.12 4.56
N -0.45461 -1.53930 -1.16781 0.58 -2.19 -1.71
O -1.18593 -0.63345 -1.86811 -2.54 -2.23 -2.05
C -1.31763 0.50067 -1.25507 1.17 1.06 0.85
C -0.46280 0.53221 -0.26423 1.75 -2.96 -0.27
O 0.13709 1.36464 0.56101 0.57 0.84 0.35
H 1.65134 1.27388 1.90467 -0.59 -1.55 -0.85
H 1.45695 -1.63685 1.78462 -1.24 2.57 -3.36
H -2.00122 1.19494 -1.53481 -1.81 1.68 -1.44